[1]
9
Properties=species:S:1:pos:R:3:mulliken_charge:R:1 method="wB97M-V/def2-TZVPD" spin_multiplicity=1 de_lowest_kj_mol=192.8 orbital_gap_ev=10.549 energy_ha=-300.41422 lumo_ev=0.6828
N 1.755 -0.051 0.333 -0.445
O 0.699 0.701 0.794 -0.208
C -0.400 0.550 -0.116 0.556
N -1.443 -0.404 0.281 -0.512
O -0.383 1.225 -1.150 -0.466
H 1.978 0.141 -0.650 0.264
H 1.642 -1.053 0.528 0.251
H -1.493 -1.181 -0.387 0.276
H -2.354 0.070 0.367 0.284

---

[2]
46
Properties=species:S:1:pos:R:3:mulliken_spin:R:1 method="wB97M-V/def2-TZVPD" spin_multiplicity=2 de_lowest_kj_mol=52.8 orbital_gap_ev="6.738 / 6.900" energy_ha=-1723.19008 lumo_ev="-0.2325 / -0.4960"
Tc -0.490 -0.081 0.171 0.852
C 1.471 0.162 1.175 0.025
C 1.034 -1.178 1.429 -0.013
C -0.108 -1.102 2.260 -0.050
C -0.407 0.272 2.510 0.115
C 0.583 1.057 1.877 -0.073
C 0.779 2.531 2.020 -0.009
C -1.582 0.732 3.310 0.017
C -0.890 -2.247 2.808 0.004
C 1.753 -2.426 1.029 0.006
C 2.739 0.536 0.477 0.002
H 1.202 2.966 1.115 0.000
H 1.471 2.731 2.841 0.000
H -0.159 3.041 2.235 0.000
H -2.480 0.210 2.979 0.004
H -1.751 1.802 3.206 -0.005
H -1.437 0.512 4.371 0.002
H -1.934 -2.170 2.506 -0.001
H -0.839 -2.234 3.900 0.000
H -0.503 -3.204 2.463 -0.001
H 1.058 -3.245 0.851 -0.003
H 2.444 -2.727 1.821 0.000
H 2.323 -2.275 0.115 0.000
H 2.697 1.560 0.112 0.001
H 2.913 -0.120 -0.377 -0.002
H 3.591 0.445 1.158 0.000
N -2.545 0.483 -1.513 -0.018
N -3.624 -0.254 -1.031 0.008
C -3.360 -1.171 -0.006 -0.012
O -4.205 -1.985 0.299 0.011
O -2.229 -0.976 0.616 0.001
H -2.741 1.472 -1.571 -0.002
H -2.168 0.127 -2.384 0.004
H -4.351 -0.531 -1.672 0.000
C 1.135 -0.789 -4.192 -0.001
C 0.654 -0.182 -2.905 -0.037
S 0.143 -1.305 -1.652 0.144
C 0.687 1.134 -2.638 0.059
C 1.190 2.188 -3.586 -0.003
S 0.167 1.694 -1.052 -0.023
H 0.712 -1.783 -4.336 -0.002
H 2.224 -0.893 -4.192 -0.002
H 0.862 -0.171 -5.048 0.000
H 0.691 2.124 -4.555 0.001
H 2.265 2.083 -3.759 0.004
H 1.014 3.186 -3.187 0.002

---

[3]
8
Properties=species:S:1:pos:R:3:mulliken_charge:R:1 method="wB97M-V/def2-TZVPD" spin_multiplicity=1 charge=+1 de_lowest_kj_mol=75.5 orbital_gap_ev="8.312 / 8.311" energy_ha=-245.92518 lumo_ev="-8.5379 / -8.5396"
C -1.677 0.697 0.075 0.155
C -0.558 1.331 -0.093 0.236
C -1.693 -0.586 -0.077 0.352
C 0.648 0.773 -0.045 -0.268
C 0.573 -0.679 0.039 0.078
N -0.534 -1.381 -0.057 -0.297
H 1.695 1.155 0.000 0.375
H 1.547 -1.311 0.157 0.369

---

[4]
107
Properties=species:S:1:pos:R:3:mulliken_spin:R:1 method="wB97M-V/def2-TZVPD" spin_multiplicity=2 charge=-1 orbital_gap_ev="6.492 / 6.401" energy_ha=-6174.73469 lumo_ev="2.4135 / 2.4130"
Co -0.579 1.740 0.392 1.200
C 5.175 -2.448 -2.895 0.001
C 4.158 -1.639 -3.716 0.000
C 4.909 -0.764 -4.732 0.000
C 3.286 -2.622 -4.500 0.000
C 3.329 -0.761 -2.783 0.008
C 1.970 -0.934 -2.572 -0.007
C 1.284 -0.075 -1.733 0.001
Se -0.600 -0.368 -1.409 -0.003
C -0.498 -1.568 0.108 -0.006
C -0.450 -2.922 -0.187 -0.001
C -0.376 -3.864 0.825 -0.002
C -0.331 -3.368 2.128 0.000
C -0.378 -2.026 2.472 0.008
C -0.505 -1.047 1.431 -0.006
O -0.623 0.210 1.675 0.035
C -0.295 -1.707 3.980 0.001
C -1.496 -2.354 4.691 0.000
C 1.014 -2.293 4.536 0.000
C -0.302 -0.218 4.347 0.000
C -0.364 -5.370 0.575 0.001
C 0.936 -5.977 1.123 0.000
C -1.569 -6.010 1.283 0.000
C -0.460 -5.708 -0.914 0.000
C 1.879 1.033 -1.070 0.004
O 1.143 1.885 -0.435 0.020
C 3.299 1.131 -1.190 0.007
C 3.945 0.258 -2.055 -0.003
C 4.190 2.114 -0.408 0.001
C 5.211 1.295 0.402 0.000
C 4.935 3.028 -1.393 0.001
C 3.437 3.006 0.580 -0.002
H 5.762 -3.106 -3.544 0.000
H 5.863 -1.789 -2.365 0.000
H 4.655 -3.060 -2.156 0.000
H 5.459 -1.391 -5.440 0.000
H 4.205 -0.144 -5.290 0.000
H 5.626 -0.103 -4.242 0.000
H 3.906 -3.179 -5.205 0.000
H 2.801 -3.339 -3.835 0.000
H 2.515 -2.095 -5.066 0.000
H 1.417 -1.735 -3.047 -0.001
H -0.472 -3.211 -1.230 0.000
H -0.251 -4.085 2.938 0.001
H -1.508 -3.439 4.571 0.000
H -1.473 -2.128 5.761 0.000
H -2.425 -1.961 4.273 0.000
H 1.068 -3.376 4.416 0.000
H 1.864 -1.853 4.011 0.000
H 1.110 -2.063 5.602 0.000
H -1.224 0.266 4.034 -0.001
H -0.205 -0.123 5.435 0.000
H 0.525 0.310 3.877 0.000
H 1.013 -5.831 2.201 0.000
H 0.979 -7.052 0.918 0.000
H 1.799 -5.499 0.656 0.000
H -1.514 -5.869 2.363 0.000
H -2.494 -5.550 0.931 0.000
H -1.613 -7.085 1.080 0.000
H 0.396 -5.317 -1.467 0.000
H -0.477 -6.794 -1.039 0.000
H -1.372 -5.301 -1.353 0.000
H 5.018 0.368 -2.168 0.000
H 5.875 0.716 -0.242 0.000
H 5.828 1.957 1.017 0.000
H 4.688 0.601 1.062 0.000
H 5.558 2.459 -2.087 0.000
H 4.219 3.608 -1.978 0.000
H 5.582 3.724 -0.850 0.000
H 2.869 2.419 1.298 0.002
H 4.157 3.622 1.131 0.000
H 2.733 3.662 0.078 0.000
O 0.458 3.833 1.751 -0.061
C -0.623 3.323 1.551 -0.096
C -1.913 3.865 1.987 -0.015
C -2.029 4.724 3.089 -0.020
C -3.273 5.117 3.534 -0.002
C -4.428 4.663 2.897 -0.003
C -4.326 3.820 1.801 0.004
C -3.076 3.412 1.354 -0.035
P -2.679 2.345 -0.060 -0.011
C -2.661 3.484 -1.494 -0.028
C -3.111 4.799 -1.406 0.011
C -3.032 5.639 -2.507 -0.001
C -2.502 5.174 -3.702 0.003
C -2.046 3.867 -3.793 -0.004
C -2.118 3.026 -2.694 0.017
C -4.266 1.468 -0.284 -0.004
C -5.118 1.616 -1.373 0.001
C -6.341 0.959 -1.391 0.001
C -6.717 0.145 -0.332 -0.001
C -5.856 -0.032 0.744 -0.001
C -4.634 0.618 0.763 -0.005
H -1.122 5.067 3.571 -0.002
H -3.362 5.789 4.379 0.000
H -5.402 4.964 3.262 0.000
H -5.221 3.462 1.307 0.001
H -3.521 5.165 -0.473 0.001
H -3.385 6.661 -2.430 0.000
H -2.451 5.832 -4.561 0.000
H -1.623 3.501 -4.720 0.000
H -1.748 2.010 -2.757 -0.003
H -4.834 2.257 -2.198 0.000
H -7.009 1.085 -2.234 0.000
H -7.678 -0.353 -0.347 0.000
H -6.140 -0.679 1.565 0.000
H -3.949 0.486 1.594 -0.002

---

[5]
71
Properties=species:S:1:pos:R:3:mulliken_spin:R:1 method="wB97M-V/def2-TZVPD" spin_multiplicity=2 charge=-1 de_lowest_kj_mol=64.5 orbital_gap_ev="6.983 / 6.853" energy_ha=-6458.28522 lumo_ev="1.9513 / 1.9523"
Ru -0.419 -0.382 0.840 1.019
Br 1.396 2.747 2.351 0.000
C -0.484 2.565 2.464 -0.002
C -1.167 3.480 3.247 -0.001
C -2.549 3.470 3.194 0.000
C -3.176 2.611 2.309 0.003
C -2.404 1.720 1.588 0.013
N -1.068 1.640 1.721 -0.002
C -3.051 0.841 0.526 -0.016
O -4.103 1.240 0.045 0.005
O -2.409 -0.215 0.218 0.024
H -0.617 4.180 3.857 0.000
H -3.122 4.158 3.803 0.000
H -4.242 2.614 2.139 0.000
O 1.741 -0.006 -2.200 0.003
S 3.044 0.319 -2.829 0.001
C 2.713 1.593 -4.103 0.000
C 1.560 2.503 -3.696 0.000
C 0.208 1.976 -4.161 0.000
C -0.943 2.806 -3.611 0.000
S -1.738 2.165 -2.097 -0.001
O -0.678 1.697 -1.152 0.005
C -2.434 0.701 -2.858 0.005
C -1.763 -0.503 -2.754 0.007
C -2.331 -1.641 -3.310 0.007
C -3.553 -1.559 -3.960 0.000
C -4.222 -0.344 -4.050 0.000
C -3.667 0.793 -3.485 0.001
C 3.908 1.449 -1.731 -0.002
C 5.267 1.645 -1.928 0.000
C 5.951 2.539 -1.119 0.000
C 5.271 3.218 -0.115 0.000
C 3.916 2.996 0.085 0.002
C 3.224 2.099 -0.717 -0.003
H 2.499 1.064 -5.035 0.000
H 3.651 2.133 -4.228 0.000
H 1.723 3.498 -4.122 0.000
H 1.544 2.619 -2.611 0.000
H 0.100 0.935 -3.854 0.000
H 0.176 1.989 -5.254 0.000
H -1.781 2.888 -4.306 0.000
H -0.616 3.819 -3.358 0.000
H -0.818 -0.551 -2.228 -0.018
H -1.822 -2.591 -3.207 0.001
H -4.000 -2.452 -4.380 0.000
H -5.189 -0.290 -4.533 0.000
H -4.204 1.736 -3.501 0.000
H 5.787 1.096 -2.705 0.000
H 7.012 2.695 -1.261 0.000
H 5.804 3.909 0.525 0.000
H 3.399 3.518 0.879 0.000
H 2.172 1.885 -0.557 0.004
S -1.291 -1.913 2.294 -0.018
C -1.149 -3.123 1.083 -0.004
S -0.272 -2.406 -0.215 0.029
C -1.641 -4.410 1.135 0.005
C -1.461 -5.295 0.037 -0.001
N -1.312 -6.011 -0.855 -0.002
C -2.345 -4.876 2.279 0.001
N -2.917 -5.252 3.207 -0.001
F 2.705 -1.409 0.117 0.002
C 2.554 -1.143 1.428 -0.120
C 1.354 -0.658 1.928 0.059
C 1.374 -0.450 3.301 -0.002
F 0.254 -0.028 3.937 -0.002
C 2.473 -0.648 4.114 0.000
F 2.410 -0.403 5.433 0.000
C 3.653 -1.103 3.557 -0.003
F 4.738 -1.299 4.320 0.000
C 3.687 -1.354 2.202 0.002
F 4.823 -1.803 1.643 0.000

---

Copy entry 2 word for word.
46
Properties=species:S:1:pos:R:3:mulliken_spin:R:1 method="wB97M-V/def2-TZVPD" spin_multiplicity=2 de_lowest_kj_mol=52.8 orbital_gap_ev="6.738 / 6.900" energy_ha=-1723.19008 lumo_ev="-0.2325 / -0.4960"
Tc -0.490 -0.081 0.171 0.852
C 1.471 0.162 1.175 0.025
C 1.034 -1.178 1.429 -0.013
C -0.108 -1.102 2.260 -0.050
C -0.407 0.272 2.510 0.115
C 0.583 1.057 1.877 -0.073
C 0.779 2.531 2.020 -0.009
C -1.582 0.732 3.310 0.017
C -0.890 -2.247 2.808 0.004
C 1.753 -2.426 1.029 0.006
C 2.739 0.536 0.477 0.002
H 1.202 2.966 1.115 0.000
H 1.471 2.731 2.841 0.000
H -0.159 3.041 2.235 0.000
H -2.480 0.210 2.979 0.004
H -1.751 1.802 3.206 -0.005
H -1.437 0.512 4.371 0.002
H -1.934 -2.170 2.506 -0.001
H -0.839 -2.234 3.900 0.000
H -0.503 -3.204 2.463 -0.001
H 1.058 -3.245 0.851 -0.003
H 2.444 -2.727 1.821 0.000
H 2.323 -2.275 0.115 0.000
H 2.697 1.560 0.112 0.001
H 2.913 -0.120 -0.377 -0.002
H 3.591 0.445 1.158 0.000
N -2.545 0.483 -1.513 -0.018
N -3.624 -0.254 -1.031 0.008
C -3.360 -1.171 -0.006 -0.012
O -4.205 -1.985 0.299 0.011
O -2.229 -0.976 0.616 0.001
H -2.741 1.472 -1.571 -0.002
H -2.168 0.127 -2.384 0.004
H -4.351 -0.531 -1.672 0.000
C 1.135 -0.789 -4.192 -0.001
C 0.654 -0.182 -2.905 -0.037
S 0.143 -1.305 -1.652 0.144
C 0.687 1.134 -2.638 0.059
C 1.190 2.188 -3.586 -0.003
S 0.167 1.694 -1.052 -0.023
H 0.712 -1.783 -4.336 -0.002
H 2.224 -0.893 -4.192 -0.002
H 0.862 -0.171 -5.048 0.000
H 0.691 2.124 -4.555 0.001
H 2.265 2.083 -3.759 0.004
H 1.014 3.186 -3.187 0.002